Run A
ORCA calculation (ωB97M-V/def2-TZVPD) on C6H10OS as an isolated structure.

Properties
E_LUMO: 0.446 eV

Structure (XYZ):
```
18
Properties=species:S:1:pos:R:3:nbo_charge:R:1
H 0.93 2.75 0.72 0.23
H -1.61 -1.54 -1.67 0.24
C -1.69 -1.12 -0.58 -0.61
H -0.99 -2.20 -0.01 0.17
C 1.29 0.88 -0.42 -0.40
O 1.22 -1.45 0.66 -0.71
H 2.37 0.87 -0.85 0.24
S 0.10 1.21 -1.58 0.23
C -0.65 0.93 0.79 -0.42
H 1.41 1.26 1.64 0.21
C -0.62 -0.06 -0.42 -0.18
H 1.22 -1.00 -1.21 0.16
H -0.88 0.17 1.55 0.21
H 0.82 -2.38 0.50 0.48
H -1.61 1.72 0.58 0.22
H -2.96 -1.08 -0.16 0.26
C 0.85 1.63 0.77 -0.42
C 0.78 -0.58 -0.28 0.07
```



Run B
ORCA calculation (ωB97M-V/def2-TZVPD) on one molecule with the formula C6H10OS.

Properties
SMILES: CCC[C@@H]1O[C@@H]1C=S
E_LUMO: -0.613 eV

Structure (XYZ):
```
18
Properties=species:S:1:pos:R:3:nbo_charge:R:1
O -0.26 2.23 0.21 -0.44
H 3.82 -1.63 0.23 0.19
H 2.71 -2.55 -0.55 0.23
H -0.99 -0.26 1.62 0.21
C -0.77 0.94 -0.35 -0.05
C 2.57 -1.72 0.04 -0.63
H 1.20 0.03 1.44 0.21
S -2.49 -1.10 -0.09 0.09
H 2.24 -2.21 0.94 0.21
C -1.44 -0.09 0.58 -0.30
H 2.76 0.95 0.84 0.24
H 0.86 1.37 -1.35 0.19
C 0.63 1.37 -0.33 0.10
H 2.73 0.14 -1.26 0.19
H 0.84 -0.65 -1.14 0.21
C 1.88 -0.43 -0.43 -0.38
H -1.39 0.79 -1.24 0.21
C 1.67 0.57 0.54 -0.47
```



Which of them is most stable? Easy: run A.



Run A
ORCA calculation (ωB97M-V/def2-TZVPD) on one molecule with the formula C6H10OS.

Properties
E_LUMO (alpha / beta): 0.675 / 0.229 eV

Structure (XYZ):
```
18
Properties=species:S:1:pos:R:3:nbo_charge:R:1
C 3.65 0.28 0.49 -0.75
C -0.97 0.36 -0.79 -0.07
H 4.01 1.05 -0.16 0.21
H -3.06 1.49 0.04 0.22
C -2.13 -0.38 0.13 -0.15
H -4.07 0.19 1.10 0.23
H -0.52 -0.23 -1.50 0.18
H -1.05 -2.24 0.98 0.21
H 3.33 0.78 1.36 0.22
H -1.50 1.09 -1.31 0.18
S 2.20 -0.58 -0.07 0.23
H 1.28 1.05 1.37 0.16
O -0.18 1.02 0.08 -0.47
C -1.75 -1.35 0.91 -0.13
C -3.38 0.44 0.22 -0.65
C 0.91 0.42 0.57 -0.09
H -3.97 0.32 -0.65 0.22
H 4.48 -0.41 0.50 0.24
```



Run B
ORCA calculation (ωB97M-V/def2-TZVPD) on one molecule with the formula C6H10OS.

Properties
SMILES: C[C@@H]1CO[C@H]2C[C@]12S
E_LUMO: 0.855 eV

Structure (XYZ):
```
18
Properties=species:S:1:pos:R:3:nbo_charge:R:1
O 0.30 -0.93 1.38 -0.51
C -0.60 1.08 0.25 -0.22
H 0.95 2.46 0.83 0.20
H -1.10 -2.04 -0.30 0.14
C 1.15 -0.38 0.44 0.07
H -0.57 0.71 2.44 0.18
H -1.66 -0.44 1.59 0.20
H 1.68 0.50 0.91 0.15
H -1.64 1.18 -0.14 0.23
H 1.82 -1.16 -1.60 0.24
C 1.68 -0.29 -0.95 -0.33
H 2.38 0.49 -1.20 0.22
H -0.86 2.94 1.17 0.22
C 0.24 0.12 -0.64 -0.24
C -0.11 2.48 0.51 -0.62
C -0.72 0.10 1.52 -0.09
H -0.08 3.11 -0.36 0.22
S -0.82 -1.19 -1.32 -0.05
```



Which of them is most stable? Easy: run B.



Run A
ORCA calculation (ωB97M-V/def2-TZVPD) on one molecule with the formula CCl2O2S.

Properties
E_LUMO: -1.045 eV

Structure (XYZ):
```
6
Properties=species:S:1:pos:R:3:nbo_charge:R:1
Cl -1.17 -1.91 -0.72 -0.28
Cl -1.32 2.14 0.14 0.00
S 0.58 -0.66 -1.00 1.23
C -0.10 0.88 0.35 0.35
O 1.60 -1.14 -0.15 -0.83
O 0.41 0.69 1.38 -0.47
```



Run B
ORCA calculation (ωB97M-V/def2-TZVPD) on one molecule with the formula CCl2O2S.

Properties
SMILES: O=S(=O)=C(Cl)Cl
E_LUMO (alpha / beta): -2.706 / -2.662 eV

Structure (XYZ):
```
6
Properties=species:S:1:pos:R:3:nbo_charge:R:1
O -1.75 1.13 -0.01 -0.83
Cl 1.51 1.59 -0.04 0.07
Cl 1.94 -1.26 0.18 0.12
C 0.98 -0.03 -0.48 -0.26
O -1.70 -1.31 0.04 -0.84
S -0.97 -0.12 0.31 1.74
```



Which of them is most stable? Easy: run A.



Run A
ORCA calculation (ωB97M-V/def2-TZVPD) on a 2-piece molecular cluster, C2H9N2O overall.

Properties
E_LUMO: -3.257 eV
total charge: +1

Structure (XYZ):
```
14
Properties=species:S:1:pos:R:3:nbo_charge:R:1
H -0.55 2.98 0.05 0.25
H 1.70 -1.88 1.13 0.38
H 0.82 1.79 -0.82 0.23
H -0.61 2.31 -1.72 0.23
O -1.71 -0.83 0.84 -0.64
H -2.06 1.17 -0.05 0.43
H 1.22 -2.69 -0.25 0.40
N 1.61 -1.76 0.15 -1.06
H 2.60 -1.75 -0.14 0.41
N -1.01 0.98 -0.10 -0.49
C -0.69 -0.18 0.24 0.46
C -0.29 2.18 -0.73 -0.40
H -1.43 -1.61 1.33 0.52
H 0.40 -0.70 0.07 0.28
```



Run B
ORCA calculation (ωB97M-V/def2-TZVPD) on a 2-piece molecular cluster, C2H9N2O overall.

Properties
E_LUMO: -3.703 eV
total charge: +1

Structure (XYZ):
```
14
Properties=species:S:1:pos:R:3:nbo_charge:R:1
N 0.01 1.34 0.10 -0.48
C 0.29 0.16 -0.35 0.42
H 0.79 2.73 1.44 0.24
H -0.90 -3.17 -0.38 0.49
H 0.82 1.04 1.99 0.23
H -0.70 2.07 1.97 0.23
H -0.21 0.40 -2.33 0.41
H 1.02 -0.68 -1.99 0.44
H 0.65 -0.59 0.35 0.25
H -1.16 -2.45 0.92 0.48
C 0.23 1.79 1.47 -0.42
H -0.59 1.92 -0.48 0.42
N 0.22 -0.19 -1.63 -0.74
O -0.50 -2.54 0.23 -0.96
```



Run C
ORCA calculation (ωB97M-V/def2-TZVPD) on a 2-piece molecular cluster, C2H9N2O overall.

Properties
E_LUMO: -3.277 eV
total charge: +1

Structure (XYZ):
```
14
Properties=species:S:1:pos:R:3:nbo_charge:R:1
O 1.36 1.73 2.15 -0.97
H -1.13 0.95 -0.71 0.21
H 0.33 -1.68 -1.07 0.21
H -2.27 0.13 -2.65 0.42
N 0.64 -0.72 0.78 -0.68
H 1.27 -1.50 0.95 0.45
H 1.12 0.17 0.95 0.47
H 0.80 2.47 2.28 0.49
H -0.09 -0.87 1.48 0.44
H -1.61 -1.46 -2.35 0.41
H 2.22 2.11 1.98 0.49
C -0.01 -0.79 -0.53 -0.25
C -1.00 -0.06 -1.08 0.07
N -1.63 -0.47 -2.20 -0.76
```



Which of them is most stable? Easy: run B.



Run A
ORCA calculation (ωB97M-V/def2-TZVPD) on a 2-piece molecular cluster, C2H9N2O overall.

Properties
E_LUMO: -3.690 eV
total charge: +1

Structure (XYZ):
```
14
Properties=species:S:1:pos:R:3:nbo_charge:R:1
H -1.49 0.57 -0.44 0.42
H 0.41 0.35 1.35 0.45
H -2.05 -0.65 -2.54 0.24
N 0.97 0.23 0.51 -0.70
N -0.80 0.07 -1.02 -0.51
H 1.94 -0.02 0.64 0.43
H 1.14 -0.35 -1.42 0.22
O 0.66 -0.12 3.63 -0.97
H -1.37 1.02 -2.78 0.23
C 0.48 0.11 -0.70 0.39
H 1.20 0.24 4.34 0.49
C -1.18 0.00 -2.46 -0.41
H 0.46 -1.02 3.92 0.49
H -0.37 -0.44 -3.03 0.22
```



Run B
ORCA calculation (ωB97M-V/def2-TZVPD) on a 2-piece molecular cluster, C2H9N2O overall.

Properties
E_LUMO: -3.260 eV
total charge: +1

Structure (XYZ):
```
14
Properties=species:S:1:pos:R:3:nbo_charge:R:1
H -1.87 0.06 1.08 0.13
H 0.16 -1.27 2.91 0.43
H -0.63 0.37 -2.80 0.24
N -0.82 -0.92 2.50 -0.78
O 0.03 0.43 0.86 -0.67
H 1.17 0.54 -3.54 0.24
C -0.87 -0.11 1.44 0.56
H 0.52 0.55 -0.55 0.50
H 1.99 -0.16 -1.54 0.43
H 0.59 1.73 -2.72 0.24
N 0.98 0.03 -1.48 -0.73
H 0.72 -0.93 -1.38 0.41
C 0.46 0.69 -2.74 -0.43
H -1.58 -1.61 2.32 0.42
```



Which of them is most stable? Easy: run A.



Run A
ORCA calculation (ωB97M-V/def2-TZVPD) on a 2-piece molecular cluster, C2H8N4O overall.

Properties
E_LUMO: -10.496 eV
total charge: +2

Structure (XYZ):
```
15
Properties=species:S:1:pos:R:3:nbo_charge:R:1
H 0.48 -2.57 0.41 0.25
C 1.71 0.38 -0.20 0.06
N -2.51 0.04 -0.09 0.39
H -4.58 0.20 0.00 0.49
H 1.07 -1.81 -1.27 0.23
N -3.66 -0.14 -0.12 -0.31
H -0.21 0.83 0.15 0.44
N -1.36 0.00 -0.18 -0.39
C 0.90 -1.79 -0.19 0.45
H 0.83 1.26 1.55 0.47
O 1.32 -0.83 0.49 -0.33
H 0.90 2.38 0.25 0.49
N 0.77 1.32 0.51 -0.77
H 1.41 0.29 -1.22 0.23
H 2.92 0.46 -0.11 0.31
```



Run B
ORCA calculation (ωB97M-V/def2-TZVPD) on a 2-piece molecular cluster, C2H8N4O overall.

Properties
E_LUMO (alpha / beta): -10.204 / -10.204 eV
total charge: +2

Structure (XYZ):
```
15
Properties=species:S:1:pos:R:3:nbo_charge:R:1
N 1.02 1.91 -0.46 -0.28
H -0.96 2.09 -0.58 0.28
H -2.08 -0.98 1.82 0.52
O -1.18 -1.46 1.82 -0.92
H -0.75 -2.17 0.65 0.47
H 0.08 -0.92 -1.92 0.45
C 2.05 2.51 -0.21 0.16
H 2.64 2.84 -1.08 0.26
N -0.62 -2.08 -0.46 -0.45
N -0.46 0.13 -0.43 -0.18
H -1.31 -2.00 2.55 0.51
H -0.38 -2.98 -0.84 0.45
H 2.51 2.67 0.73 0.26
C -0.10 1.39 -0.56 0.32
N -0.44 -0.95 -1.05 0.12
```



Which of them is most stable? Easy: run B.